{"formula": "C57H149N13O18", "method": "the ωB97M-V functional and the def2-TZVPD basis", "de_lowest_kj_mol": 0.0, "max_force_ev_per_a": 3.6, "e_tot_ha": -4326.82533, "gap_ev": 9.1, "elements": ["C", "O", "C", "C", "C", "N", "H", "H", "H", "H", "H", "H", "H", "H", "H", "H", "H", "C", "O", "C", "C", "C", "N", "H", "H", "H", "H", "H", "H", "H", "H", "H", "H", "H", "C", "O", "C", "C", "C", "N", "H", "H", "H", "H", "H", "H", "H", "H", "H", "H", "H", "C", "O", "C", "C", "C", "N", "H", "H", "H", "H", "H", "H", "H", "H", "H", "H", "H", "C", "O", "C", "C", "C", "N", "H", "H", "H", "H", "H", "H", "H", "H", "H", "H", "H", "C", "O", "C", "C", "N", "C", "C", "O", "C", "H", "H", "H", "H", "H", "H", "H", "H", "H", "H", "H", "H", "H", "H", "H", "C", "O", "C", "C", "N", "C", "C", "O", "C", "H", "H", "H", "H", "H", "H", "H", "H", "H", "H", "H", "H", "H", "H", "H", "C", "O", "C", "C", "N", "C", "C", "O", "C", "H", "H", "H", "H", "H", "H", "H", "H", "H", "H", "H", "H", "H", "H", "H", "C", "O", "C", "C", "N", "C", "C", "O", "C", "H", "H", "H", "H", "H", "H", "H", "H", "H", "H", "H", "H", "H", "H", "H", "C", "O", "C", "C", "N", "C", "C", "O", "C", "H", "H", "H", "H", "H", "H", "H", "H", "H", "H", "H", "H", "H", "H", "H", "C", "O", "C", "C", "N", "C", "C", "O", "C", "H", "H", "H", "H", "H", "H", "H", "H", "H", "H", "H", "H", "H", "H", "H", "N", "C", "N", "O", "H", "H", "H", "H"], "xyz": [[-11.921, -10.267, -33.546], [-10.979, -10.448, -32.513], [-11.625, -10.270, -31.265], [-11.481, -8.810, -30.741], [-10.080, -8.318, -30.885], [-12.061, -8.528, -29.362], [-12.218, -9.196, -33.722], [-12.881, -10.834, -33.386], [-11.557, -10.747, -34.452], [-12.667, -10.568, -31.360], [-11.063, -10.929, -30.556], [-12.129, -8.291, -31.455], [-9.604, -8.402, -31.848], [-9.454, -8.928, -30.182], [-9.888, -7.267, -30.601], [-12.088, -7.531, -29.085], [-11.415, -9.033, -28.738], [-1.508, -10.521, -41.023], [-0.910, -11.251, -39.973], [-1.778, -12.268, -39.519], [-0.973, -13.209, -38.539], [-1.889, -14.277, -37.969], [-0.331, -12.495, -37.401], [-0.790, -9.755, -41.334], [-2.463, -10.052, -40.759], [-1.792, -11.233, -41.823], [-2.636, -11.777, -38.926], [-2.142, -12.919, -40.333], [-0.165, -13.601, -39.149], [-2.564, -14.733, -38.697], [-2.481, -13.933, -37.149], [-1.339, -15.060, -37.461], [-0.951, -11.752, -37.067], [0.551, -12.171, -37.691], [-4.003, -13.694, -32.685], [-4.994, -12.947, -32.108], [-6.189, -13.154, -32.990], [-7.351, -12.307, -32.480], [-7.637, -12.564, -31.020], [-8.475, -12.630, -33.438], [-3.162, -13.649, -32.023], [-3.730, -13.357, -33.665], [-4.298, -14.749, -32.831], [-5.940, -12.840, -34.033], [-6.484, -14.219, -33.109], [-7.074, -11.268, -32.695], [-6.752, -12.729, -30.441], [-8.336, -13.387, -30.908], [-8.212, -11.751, -30.607], [-8.770, -13.552, -33.438], [-9.264, -12.080, -33.111], [-5.289, -15.433, -36.584], [-5.466, -16.521, -35.674], [-4.288, -16.952, -35.025], [-3.147, -17.530, -35.848], [-3.649, -18.709, -36.765], [-2.151, -18.107, -35.022], [-4.767, -14.599, -36.067], [-6.259, -15.143, -36.839], [-4.744, -15.732, -37.534], [-3.844, -16.114, -34.447], [-4.574, -17.774, -34.369], [-2.606, -16.804, -36.482], [-2.881, -18.984, -37.460], [-4.577, -18.386, -37.335], [-4.016, -19.573, -36.230], [-2.439, -18.939, -34.499], [-1.495, -17.482, -34.550], [-6.655, -14.954, -26.358], [-5.483, -14.767, -27.117], [-5.299, -13.413, -27.303], [-4.399, -13.086, -28.508], [-3.028, -13.719, -28.303], [-4.409, -11.639, -28.702], [-7.493, -14.518, -26.937], [-6.613, -14.418, -25.421], [-6.850, -16.005, -26.163], [-6.223, -12.817, -27.467], [-4.871, -12.974, -26.396], [-4.775, -13.505, -29.423], [-2.308, -13.576, -29.119], [-3.278, -14.758, -28.051], [-2.574, -13.236, -27.455], [-3.620, -11.189, -28.295], [-4.490, -11.307, -29.611], [-5.057, -3.302, -34.471], [-5.570, -4.595, -34.526], [-4.771, -5.499, -33.745], [-5.524, -6.861, -33.907], [-4.781, -7.825, -33.187], [-5.344, -9.112, -32.967], [-4.681, -9.804, -31.744], [-4.590, -8.934, -30.635], [-5.898, -8.850, -29.941], [-5.795, -2.673, -34.903], [-4.120, -3.195, -35.073], [-4.880, -2.920, -33.434], [-4.742, -5.262, -32.671], [-3.780, -5.670, -34.190], [-5.662, -7.243, -34.910], [-6.498, -6.821, -33.423], [-4.561, -7.461, -32.294], [-5.227, -9.736, -33.813], [-6.444, -9.114, -32.780], [-3.624, -10.050, -31.941], [-5.244, -10.723, -31.592], [-5.931, -7.893, -29.373], [-6.049, -9.737, -29.254], [-6.729, -8.838, -30.651], [-16.109, -9.835, -30.875], [-16.174, -11.015, -31.611], [-17.100, -10.979, -32.658], [-16.952, -12.339, -33.436], [-15.669, -12.462, -34.085], [-15.426, -13.800, -34.661], [-14.030, -13.883, -35.221], [-13.098, -13.590, -34.195], [-11.757, -13.552, -34.689], [-15.042, -9.742, -30.577], [-16.683, -9.903, -29.941], [-16.491, -8.975, -31.445], [-16.873, -10.161, -33.333], [-18.177, -10.918, -32.336], [-17.698, -12.422, -34.204], [-17.131, -13.081, -32.656], [-14.883, -12.105, -33.558], [-16.076, -13.888, -35.555], [-15.605, -14.650, -33.930], [-13.886, -13.041, -35.928], [-13.763, -14.816, -35.749], [-11.522, -14.587, -35.090], [-11.178, -13.273, -33.807], [-11.576, -12.823, -35.460], [1.439, -17.561, -35.653], [0.621, -16.624, -34.933], [0.879, -15.284, -35.294], [-0.039, -14.474, -34.360], [0.072, -13.029, -34.504], [1.393, -12.428, -34.425], [1.382, -11.023, -33.845], [2.325, -10.185, -34.378], [2.090, -9.741, -35.679], [1.062, -17.552, -36.710], [1.246, -18.539, -35.120], [2.498, -17.376, -35.591], [0.572, -15.040, -36.361], [1.955, -15.023, -35.137], [-0.105, -14.835, -33.344], [-1.017, -14.695, -34.781], [-0.169, -12.895, -35.494], [1.972, -12.492, -35.362], [1.891, -13.042, -33.725], [1.576, -11.070, -32.756], [0.309, -10.634, -33.924], [2.885, -9.132, -36.175], [1.161, -9.205, -35.675], [2.004, -10.598, -36.383], [-6.782, -19.968, -26.175], [-6.611, -18.925, -27.093], [-6.214, -19.428, -28.372], [-5.681, -18.425, -29.365], [-6.691, -17.405, -29.716], [-6.476, -16.384, -30.790], [-7.423, -16.573, -31.910], [-8.646, -15.902, -31.744], [-9.494, -16.320, -32.819], [-6.962, -19.587, -25.125], [-5.876, -20.556, -26.032], [-7.588, -20.654, -26.436], [-7.066, -19.940, -28.850], [-5.370, -20.163, -28.212], [-5.563, -18.988, -30.290], [-4.741, -17.984, -28.986], [-6.859, -16.936, -28.849], [-5.401, -16.501, -31.126], [-6.632, -15.351, -30.419], [-7.617, -17.659, -32.165], [-7.023, -16.222, -32.862], [-10.044, -17.216, -32.705], [-8.948, -16.430, -33.757], [-10.306, -15.595, -32.799], [-10.595, -12.006, -27.544], [-9.975, -10.766, -27.830], [-8.740, -10.548, -27.230], [-8.622, -9.178, -26.678], [-9.555, -8.934, -25.575], [-9.244, -7.752, -24.745], [-10.052, -7.755, -23.518], [-11.464, -7.612, -23.801], [-12.177, -8.841, -23.501], [-10.023, -12.917, -27.792], [-11.549, -12.052, -28.114], [-10.870, -12.078, -26.484], [-7.934, -10.912, -27.849], [-8.735, -11.099, -26.299], [-8.797, -8.401, -27.442], [-7.598, -9.038, -26.391], [-10.514, -8.928, -25.918], [-9.332, -6.816, -25.221], [-8.193, -7.754, -24.372], [-9.858, -6.849, -22.910], [-9.870, -8.608, -22.824], [-13.249, -8.546, -23.470], [-11.844, -9.199, -22.582], [-11.996, -9.633, -24.191], [0.440, -10.572, -24.317], [0.222, -9.680, -25.364], [1.039, -10.057, -26.474], [0.559, -9.271, -27.715], [-0.717, -9.599, -28.188], [-1.061, -9.161, -29.559], [-0.376, -10.086, -30.551], [-1.157, -11.239, -30.653], [-0.375, -12.382, -30.839], [-0.001, -10.175, -23.426], [1.498, -10.646, -24.066], [0.087, -11.547, -24.641], [0.866, -11.146, -26.616], [2.068, -9.802, -26.256], [1.336, -9.379, -28.486], [0.750, -8.226, -27.416], [-1.464, -9.547, -27.511], [-0.615, -8.167, -29.754], [-2.110, -9.107, -29.675], [0.577, -10.355, -30.170], [-0.295, -9.665, -31.573], [-0.986, -13.250, -30.894], [0.202, -12.522, -29.941], [0.236, -12.344, -31.777], [-3.156, -8.629, -35.660], [-2.465, -9.788, -35.799], [-2.533, -10.697, -34.782], [-1.878, -10.075, -36.833], [-3.017, -7.956, -36.409], [-3.457, -8.271, -34.758], [-1.888, -11.487, -34.827], [-2.890, -10.467, -33.850]]}